C28H49BrMnNO3P3 | ωB97M-V/def2-TZVPD

Computed properties:
Net charge: +2
Energy above the lowest of the compared OMol25 structures with the same formula, charge and spin, kcal/mol: 0.0
Gap between HOMO and LUMO (spin up / spin down), eV: 5.5 / 3.4
<S²>: 9.130
Multiplicity: 6

Each line ends with the Löwdin charge.
Geometry (Å):
N 6.442 -3.498 -7.480  0.06
C 5.469 -4.379 -7.217  -0.12
C 4.533 -4.173 -6.187  -0.01
C 4.581 -2.977 -5.430  -0.21
C 5.613 -2.062 -5.749  -0.02
C 6.521 -2.372 -6.772  -0.13
C 3.607 -2.674 -4.387  -0.02
Mn -0.310 -0.267 0.543  0.40
P -4.558 4.114 0.706  1.21
C 3.378 -1.420 -3.917  -0.05
C 2.445 -1.149 -2.871  -0.20
C 1.826 0.119 -2.794  0.00
C 0.763 0.311 -1.919  -0.12
C 0.354 -0.791 -1.177  -0.29
C 1.040 -2.007 -1.103  -0.08
C 2.070 -2.207 -2.005  0.00
Br -2.441 0.203 -0.333  0.26
H 3.009 -3.532 -4.039  0.12
H 3.829 -0.556 -4.402  0.12
H 3.780 -4.945 -6.006  0.11
H 5.739 -1.123 -5.203  0.11
H 5.431 -5.283 -7.839  0.12
H 7.338 -1.687 -7.024  0.11
H 2.159 0.906 -3.475  0.13
H 2.576 -3.165 -2.096  0.12
H 0.233 1.260 -1.822  0.10
H 0.760 -2.784 -0.385  0.09
P 1.133 0.825 1.896  0.86
C -4.927 2.779 -0.490  -0.40
C -5.916 3.210 -1.577  -0.13
H -5.320 1.933 0.093  0.09
H -3.973 2.466 -0.935  0.03
H -6.274 2.331 -2.124  0.09
H -6.790 3.730 -1.170  0.08
H -5.436 3.878 -2.300  0.08
C -3.016 4.852 0.027  -0.36
C -2.874 6.308 0.496  -0.14
H -3.094 4.808 -1.073  0.10
H -2.164 4.235 0.352  0.09
H -2.103 6.825 -0.086  0.09
H -3.815 6.861 0.371  0.08
H -2.592 6.362 1.555  0.08
C -3.981 3.229 2.197  -0.37
C -5.142 2.977 3.166  -0.14
H -3.240 3.891 2.670  0.09
H -3.493 2.290 1.898  0.07
H -4.768 2.644 4.139  0.08
H -5.731 3.885 3.337  0.08
H -5.825 2.210 2.793  0.08
C 0.838 0.776 3.679  -0.37
C 2.061 0.756 4.592  -0.12
H 0.196 -0.099 3.865  0.05
H 0.232 1.669 3.889  0.09
H 2.553 -0.224 4.617  0.08
H 2.813 1.496 4.299  0.08
H 1.758 0.990 5.620  0.09
C 0.887 2.541 1.310  -0.38
C 1.936 3.111 0.361  -0.13
H 0.830 3.142 2.228  0.09
H -0.111 2.573 0.843  0.05
H 2.909 3.203 0.857  0.09
H 2.075 2.516 -0.550  0.06
H 1.628 4.114 0.043  0.08
C 2.812 0.283 1.506  -0.38
C 3.087 -1.182 1.859  -0.12
H 3.498 0.968 2.029  0.09
H 2.953 0.449 0.427  0.08
H 3.560 -1.696 1.011  0.08
H 3.765 -1.253 2.720  0.08
H 2.181 -1.757 2.096  0.05
C -0.943 -2.730 4.561  -0.12
O -0.560 -2.531 3.198  -0.42
P -0.469 -3.731 2.062  0.88
O -1.539 -4.836 2.585  -0.37
C -2.946 -4.569 2.812  -0.10
O -1.332 -2.986 0.826  -0.48
C -1.998 -3.743 -0.196  -0.12
H -0.395 -1.982 5.149  0.08
H -0.678 -3.729 4.932  0.10
H -2.022 -2.568 4.690  0.09
H -3.141 -4.777 3.868  0.09
H -3.258 -3.541 2.569  0.09
H -3.505 -5.275 2.190  0.10
H -1.553 -4.742 -0.335  0.10
H -3.060 -3.850 0.067  0.09
H -1.909 -3.176 -1.133  0.08

***

C14H35BrN4OPS | ωB97M-V/def2-TZVPD

Computed properties:
Net charge: +1
Gap between HOMO and LUMO, eV: 6.9

Each line ends with the Löwdin charge.
Geometry (Å):
S -7.056 -2.119 3.015  0.60
C -5.458 -1.998 2.016  -0.57
C -4.118 -1.770 2.932  -0.25
C -3.857 -0.220 3.406  -0.14
C -3.690 0.844 2.161  -0.25
C -4.409 2.319 2.486  -0.12
C -4.529 3.074 1.038  -0.19
C -3.300 2.817 -0.003  -0.21
C -2.042 1.943 0.545  -0.55
Br -1.589 0.621 -0.939  0.77
N -2.256 1.170 1.818  0.00
H -8.081 -2.087 2.037  -0.11
H -5.328 -3.059 1.487  0.10
H -5.608 -1.225 1.149  0.07
H -4.205 -2.503 3.861  0.13
H -3.179 -2.114 2.311  0.12
H -4.762 0.077 4.120  0.13
H -2.899 -0.223 4.116  0.14
H -4.230 0.465 1.170  0.16
H -5.410 2.219 3.084  0.14
H -3.588 2.919 3.111  0.13
H -5.511 2.640 0.519  0.13
H -4.734 4.236 1.154  0.13
H -2.870 3.893 -0.293  0.14
H -3.735 2.373 -1.000  0.10
H -1.107 2.669 0.632  0.15
H -1.712 0.262 1.759  0.17
H -1.852 1.691 2.633  0.19
O 3.127 -1.142 0.471  -0.33
P 3.795 -1.230 -0.923  0.78
N 4.488 0.354 -0.773  -0.31
C 4.748 1.310 -1.846  -0.14
C 5.598 0.439 0.187  -0.14
N 2.244 -1.051 -1.703  -0.33
C 1.866 0.083 -2.535  -0.16
C 1.054 -1.409 -0.905  -0.21
N 4.563 -1.331 -2.526  -0.27
C 3.918 -2.280 -3.474  -0.13
C 5.944 -1.860 -2.410  -0.13
H 5.555 0.995 -2.516  0.08
H 5.034 2.286 -1.442  0.08
H 3.870 1.525 -2.452  0.05
H 6.532 0.042 -0.222  0.06
H 5.368 -0.116 1.098  0.07
H 5.787 1.476 0.489  0.08
H 1.752 1.001 -1.951  0.08
H 0.912 -0.110 -3.044  0.07
H 2.571 0.246 -3.352  0.07
H 0.799 -0.623 -0.193  0.02
H 1.209 -2.346 -0.359  0.08
H 0.180 -1.580 -1.544  0.04
H 3.815 -3.276 -3.027  0.09
H 4.503 -2.369 -4.397  0.09
H 2.932 -1.957 -3.812  0.07
H 5.950 -2.839 -1.920  0.09
H 6.591 -1.193 -1.846  0.06
H 6.414 -1.958 -3.397  0.09

***

C3H8O2S | ωB97M-V/def2-TZVPD

Computed properties:
Net charge: -1
Energy above the lowest of the compared OMol25 structures with the same formula, charge and spin, kcal/mol: 4.8
Gap between HOMO and LUMO (spin up / spin down), eV: 3.2 / 6.9
<S²>: 0.753
Multiplicity: 2

Each line ends with the Löwdin charge.
Geometry (Å):
O -1.356 1.304 1.611  -0.21
C -1.448 0.666 0.533  -0.47
C -0.670 -0.613 0.237  -0.35
C -0.141 -0.707 -1.169  -0.58
S 1.214 -1.994 -1.338  0.56
H -2.104 0.954 -0.316  0.05
H -1.307 -1.486 0.405  0.08
H 0.179 -0.729 0.906  0.07
H -0.900 -0.901 -1.914  0.05
H 0.356 0.245 -1.397  0.03
H 2.236 -1.374 -0.682  -0.17
H 1.233 1.414 0.287  0.01
H 1.024 1.849 1.676  0.02
O 1.683 1.371 1.160  -0.11

***

C63H123F3N6O15 | ωB97M-V/def2-TZVPD

Computed properties:
Net charge: 0
Energy above the lowest of the compared OMol25 structures with the same formula, charge and spin, kcal/mol: 200.4
Structure (SMILES): CC1(C)CCCC(C)(C)N1O.CC1(C)CCCC(C)(C)N1O.CC1(C)CCCC(C)(C)N1O.CC1(C)CCCC(C)(C)N1O.CC1(C)CCCC(C)(C)N1O.CC1(C)CCCC(C)(C)N1O.O=C1OC[C@@H](F)O1.O=C1OC[C@@H](F)O1.O=C1OC[C@@H](F)O1
Gap between HOMO and LUMO, eV: 7.8

Each line ends with the Löwdin charge.
Geometry (Å):
C 13.743 -24.024 -9.598  -0.02
C 14.080 -25.409 -10.318  -0.46
C 15.523 -25.959 -9.923  -0.02
C 12.957 -26.366 -9.770  -0.13
C 12.915 -27.746 -10.515  -0.14
C 12.641 -27.333 -12.028  -0.14
C 13.692 -26.387 -12.742  -0.40
C 15.017 -27.225 -13.103  -0.02
C 12.951 -25.798 -14.026  -0.03
N 13.963 -25.234 -11.766  -0.15
O 14.835 -24.307 -12.306  -0.02
H 14.000 -24.255 -8.564  0.08
H 14.178 -23.164 -10.107  0.07
H 12.688 -23.752 -9.611  0.06
H 15.617 -27.009 -10.202  0.05
H 16.385 -25.494 -10.401  0.07
H 15.754 -25.939 -8.858  0.07
H 13.257 -26.530 -8.735  0.11
H 12.027 -25.803 -9.846  0.11
H 13.803 -28.369 -10.407  0.09
H 11.998 -28.296 -10.309  0.10
H 11.588 -27.053 -12.057  0.10
H 12.761 -28.192 -12.690  0.10
H 14.972 -27.631 -14.113  0.07
H 15.276 -28.021 -12.405  0.07
H 15.867 -26.560 -13.254  0.07
H 12.070 -25.242 -13.708  0.07
H 12.571 -26.696 -14.513  0.07
H 13.569 -25.150 -14.647  0.07
H 14.300 -23.709 -12.834  0.10
C 11.912 -22.735 -26.076  -0.04
C 10.606 -22.118 -25.581  -0.47
C 9.609 -21.677 -26.643  -0.05
C 9.888 -23.334 -24.724  -0.09
C 10.381 -23.408 -23.233  -0.17
C 10.286 -22.002 -22.635  -0.19
C 11.151 -20.983 -23.282  -0.49
C 10.558 -19.636 -22.694  -0.02
C 12.570 -21.293 -23.033  -0.03
N 10.843 -20.949 -24.766  -0.16
O 11.512 -19.936 -25.397  0.00
H 12.616 -21.948 -26.346  0.08
H 12.377 -23.325 -25.286  0.07
H 11.891 -23.339 -26.983  0.08
H 8.898 -20.941 -26.266  0.08
H 10.020 -21.020 -27.409  0.07
H 9.070 -22.466 -27.169  0.08
H 8.823 -23.496 -24.890  0.10
H 10.264 -24.263 -25.154  0.09
H 9.703 -24.064 -22.686  0.11
H 11.383 -23.825 -23.131  0.09
H 10.282 -22.189 -21.562  0.12
H 9.224 -21.761 -22.683  0.12
H 9.576 -19.285 -23.011  0.09
H 11.367 -18.932 -22.889  0.07
H 10.517 -19.665 -21.605  0.08
H 13.116 -20.815 -23.847  0.09
H 12.827 -22.344 -22.902  0.08
H 12.919 -20.855 -22.097  0.09
H 10.801 -19.325 -25.601  0.11
C 12.012 -16.999 -12.554  -0.03
C 11.985 -18.550 -12.723  -0.46
C 12.500 -19.197 -11.400  -0.03
C 10.533 -19.033 -12.917  -0.15
C 9.881 -18.849 -14.306  -0.15
C 10.880 -19.385 -15.371  -0.15
C 12.285 -18.945 -15.198  -0.47
C 13.160 -19.959 -16.031  -0.04
C 12.559 -17.430 -15.752  0.01
N 12.688 -19.266 -13.839  -0.13
O 14.042 -19.097 -13.637  -0.02
H 11.709 -16.547 -11.609  0.08
H 12.958 -16.560 -12.871  0.06
H 11.507 -16.331 -13.252  0.07
H 12.071 -18.737 -10.510  0.07
H 12.124 -20.204 -11.215  0.08
H 13.545 -18.989 -11.171  0.08
H 10.614 -20.104 -12.734  0.11
H 9.991 -18.627 -12.064  0.12
H 8.929 -19.380 -14.300  0.10
H 9.592 -17.814 -14.487  0.10
H 10.631 -19.109 -16.395  0.13
H 10.798 -20.449 -15.148  0.12
H 14.206 -19.715 -16.219  0.07
H 12.838 -20.168 -17.052  0.08
H 13.242 -20.941 -15.564  0.08
H 11.784 -16.664 -15.739  0.07
H 12.910 -17.499 -16.782  0.07
H 13.388 -17.015 -15.180  0.06
H 14.099 -18.140 -13.605  0.07
C 18.436 -25.387 -18.663  -0.01
C 19.212 -24.313 -19.531  -0.47
C 18.595 -24.085 -20.918  -0.06
C 19.029 -23.039 -18.772  -0.17
C 19.801 -22.925 -17.430  -0.19
C 21.226 -23.180 -17.725  -0.17
C 21.576 -24.353 -18.672  -0.44
C 23.016 -23.940 -19.315  -0.04
C 21.931 -25.568 -17.828  -0.05
N 20.667 -24.638 -19.853  -0.13
O 21.078 -25.631 -20.748  0.01
H 18.959 -25.460 -17.709  0.06
H 17.428 -24.974 -18.699  0.08
H 18.321 -26.408 -19.026  0.08
H 18.361 -24.983 -21.489  0.08
H 17.547 -23.791 -20.869  0.08
H 19.134 -23.504 -21.667  0.09
H 19.314 -22.187 -19.388  0.12
H 17.970 -22.837 -18.609  0.12
H 19.833 -21.894 -17.077  0.12
H 19.291 -23.584 -16.727  0.11
H 21.722 -23.137 -16.755  0.13
H 21.531 -22.307 -18.302  0.12
H 23.719 -23.369 -18.707  0.07
H 22.893 -23.367 -20.234  0.07
H 23.663 -24.811 -19.421  0.06
H 22.215 -26.362 -18.519  0.08
H 21.072 -25.818 -17.206  0.07
H 22.748 -25.349 -17.141  0.09
H 21.063 -25.075 -21.530  0.10
C 19.988 -16.661 -9.521  -0.04
C 19.057 -16.013 -8.406  -0.42
C 19.196 -14.492 -8.425  -0.04
C 17.614 -16.466 -8.940  -0.14
C 16.441 -16.246 -7.863  -0.12
C 17.009 -16.985 -6.541  -0.14
C 18.294 -16.553 -5.918  -0.45
C 18.159 -15.035 -5.270  -0.01
C 18.719 -17.575 -4.838  -0.02
N 19.273 -16.691 -7.042  -0.15
O 20.572 -16.734 -6.702  -0.02
H 20.980 -16.375 -9.170  0.07
H 19.832 -17.709 -9.776  0.08
H 19.920 -16.138 -10.475  0.08
H 18.489 -14.015 -7.745  0.06
H 20.206 -14.083 -8.449  0.08
H 18.847 -14.012 -9.339  0.07
H 17.230 -15.966 -9.829  0.10
H 17.582 -17.547 -9.073  0.10
H 16.357 -15.170 -7.714  0.08
H 15.544 -16.625 -8.354  0.09
H 16.955 -18.073 -6.566  0.11
H 16.331 -16.526 -5.822  0.10
H 19.105 -14.496 -5.311  0.07
H 17.781 -15.050 -4.248  0.06
H 17.538 -14.346 -5.843  0.05
H 18.622 -17.107 -3.858  0.07
H 19.756 -17.889 -4.716  0.08
H 18.139 -18.496 -4.899  0.08
H 20.815 -17.517 -7.202  0.11
C 15.533 -9.064 -11.372  -0.04
C 16.064 -8.692 -12.761  -0.49
C 15.445 -7.338 -13.220  -0.03
C 17.612 -8.378 -12.600  -0.11
C 18.529 -9.671 -12.408  -0.16
C 18.174 -10.714 -13.468  -0.14
C 16.667 -11.023 -13.669  -0.44
C 16.532 -11.835 -14.991  -0.04
C 16.178 -11.885 -12.458  -0.03
N 15.851 -9.748 -13.766  -0.14
O 14.544 -9.992 -13.940  -0.02
H 15.541 -8.187 -10.725  0.08
H 14.566 -9.554 -11.483  0.08
H 16.241 -9.623 -10.760  0.06
H 15.779 -6.523 -12.578  0.08
H 16.057 -7.025 -14.065  0.08
H 14.364 -7.436 -13.321  0.08
H 17.923 -7.915 -13.537  0.10
H 17.824 -7.546 -11.928  0.11
H 19.566 -9.356 -12.525  0.10
H 18.458 -10.038 -11.384  0.09
H 18.640 -11.603 -13.043  0.12
H 18.652 -10.454 -14.412  0.12
H 16.808 -12.883 -15.115  0.08
H 17.027 -11.358 -15.837  0.08
H 15.454 -11.816 -15.152  0.07
H 15.122 -11.878 -12.187  0.08
H 16.674 -11.516 -11.561  0.05
H 16.492 -12.926 -12.536  0.08
H 14.198 -9.327 -14.540  0.11
O 5.430 -12.740 -13.327  0.15
C 6.030 -12.741 -12.272  -0.61
O 5.531 -12.261 -11.143  0.09
C 6.558 -12.272 -9.996  0.02
C 7.700 -12.629 -10.757  -0.42
F 8.334 -13.527 -10.105  0.13
O 7.246 -13.099 -12.018  0.18
H 6.735 -11.405 -9.359  0.14
H 6.252 -12.975 -9.221  0.14
H 8.480 -11.869 -10.799  0.18
O 13.895 -20.976 -5.374  0.15
C 12.973 -20.240 -5.066  -0.51
O 12.156 -19.594 -5.920  0.08
C 11.315 -18.764 -5.200  -0.09
C 11.470 -19.267 -3.792  -0.35
F 10.734 -20.331 -3.496  0.11
O 12.807 -19.712 -3.827  0.13
H 11.787 -17.785 -5.119  0.15
H 10.290 -18.809 -5.569  0.15
H 11.317 -18.448 -3.090  0.17
O 4.552 -22.941 -12.799  0.16
C 5.553 -23.627 -12.765  -0.55
O 5.958 -24.211 -11.569  0.07
C 7.037 -25.068 -11.737  -0.09
C 7.410 -24.719 -13.184  -0.34
F 7.746 -25.837 -13.820  0.11
O 6.304 -24.055 -13.689  0.20
H 7.973 -24.977 -11.186  0.14
H 6.769 -26.124 -11.699  0.14
H 8.263 -24.065 -13.002  0.17

***

Record order is preserved below.
E: -166677.186, -113247.411, -18169.848, -115113.113 eV